ORCA calculation (the ωB97M-V functional and the def2-TZVPD basis) on a molecular structure, FHO2PSc.

```
! wB97M-V def2-TZVPD RIJCOSX def2/J DEFGRID3
* xyz 1 2
P 1.78659 0.70372 -0.06138
O 2.35302 -0.83157 -0.19214
O 0.30110 -0.12970 0.29128
F -3.46140 -0.09743 -0.24030
Sc -1.64923 0.00365 0.11843
H 1.10619 -1.27425 0.08071
*
```

Calculated values
- HOMO (alpha / beta) (eV) = -11.71 / -16.60

***

ORCA calculation (the ωB97M-V functional and the def2-TZVPD basis) on 2 unconnected molecules or ions with the total composition C3F4O2.

```
! wB97M-V def2-TZVPD RIJCOSX def2/J DEFGRID3
* xyz 0 1
O -1.77504 1.59990 -0.17471
C -1.52884 0.47197 -0.14281
C -0.84366 -0.69641 -0.16717
F -0.55006 -1.34805 1.02310
F -0.87878 -1.64254 -1.15388
O 1.12365 0.98794 1.12086
C 1.47611 0.30551 0.18344
F 1.25832 0.54196 -1.09018
F 2.33843 -0.71088 0.21867
*
```

Calculated values
- structure (SMILES) = O=C=C(F)F.O=C(F)F
- HOMO (eV) = -9.80

***

Across the entries above, relative energy (zero: lowest compared OMol25 entry of this formula, charge and spin) takes the values 49.5, 47.9 kcal/mol, respectively.